67
Properties=species:S:1:pos:R:3:nbo_charge:R:1 method="wB97M-V/def2-TZVPD" charge=+1 e_above_lowest_ev=3.799 gap_ha=0.137 homo_energy_ev=-9.555
C -4.11 -2.20 -4.42 -0.6557
C -2.72 -1.86 -4.01 0.1314
C -4.66 0.55 1.92 -0.4128
H -4.96 2.51 2.86 0.2210
H -4.71 -2.46 -3.55 0.2509
H -2.66 2.92 3.06 0.2091
H 2.19 3.31 -4.43 0.2384
N 5.54 0.86 2.44 0.5166
C 2.14 2.30 2.04 -0.1805
C 2.03 0.53 3.66 -0.2204
C 0.32 -1.07 1.42 -0.2051
H 0.62 -0.28 0.75 0.2114
H 3.90 -0.40 4.12 0.2480
C 0.75 -2.36 1.22 -0.2084
C -0.98 0.63 2.71 0.3105
H -5.16 0.29 0.98 0.2130
C 4.21 1.26 -2.66 -0.2120
C -2.24 -0.57 -4.17 -0.2305
C 1.37 1.50 2.90 -0.0008
C -3.29 -0.13 2.03 -0.2091
H -0.70 0.81 -3.82 0.2155
C -0.88 -1.78 3.37 -0.1414
H -2.40 2.62 1.33 0.1794
C -0.08 1.65 2.90 -0.3725
C -2.89 2.24 2.23 -0.2130
C 3.78 2.40 -3.32 -0.0853
C 3.48 2.09 1.90 -0.1874
C 4.12 1.11 2.64 -0.0134
C 3.39 0.35 3.53 -0.1585
C 2.52 2.44 -3.89 -0.2198
H -0.47 2.65 2.94 0.2166
H -4.74 2.60 1.13 0.2150
H -2.26 -3.80 -3.26 0.2373
H -0.76 -3.86 3.83 0.2236
H 0.71 -4.37 1.92 0.2193
C -1.89 -2.81 -3.42 -0.2382
H 1.75 -1.76 -2.38 0.2170
H -3.30 -0.98 2.71 0.2086
C -0.97 -0.23 -3.78 -0.1038
H 5.20 1.22 -2.25 0.2470
C -0.60 -2.49 -3.04 -0.0832
H 0.03 -3.23 -2.59 0.2268
C 3.37 0.18 -2.53 -0.1095
C -4.40 2.07 2.02 -0.4130
H -4.11 -3.05 -5.11 0.2500
H 3.71 -0.70 -2.02 0.2287
C 2.07 0.20 -3.07 -0.1007
O 6.15 1.56 1.62 -0.3942
H 1.64 3.05 1.45 0.2087
H -2.87 0.19 -4.61 0.2338
H 0.78 1.38 -4.35 0.2129
H -4.59 -1.36 -4.92 0.2319
C 0.37 -3.36 2.09 -0.2062
H 4.44 3.25 -3.42 0.2399
H 1.47 -0.08 4.34 0.2273
H -5.32 0.21 2.73 0.2192
C -0.45 -3.07 3.16 -0.2193
C -0.50 -0.76 2.51 -0.1090
C 1.69 1.35 -3.79 -0.1211
C 1.26 -0.94 -2.87 0.1064
C -0.09 -1.19 -3.24 -0.1094
H -2.93 -0.49 1.06 0.1735
N -2.33 0.89 2.51 -0.4331
H -1.52 -1.55 4.20 0.2140
O 6.08 -0.05 3.09 -0.3704
H 4.06 2.68 1.21 0.2386
H 1.39 -2.58 0.38 0.1964


10
Properties=species:S:1:pos:R:3:nbo_charge:R:1 method="wB97M-V/def2-TZVPD" smiles="N=C=CC=O.N#N" e_above_lowest_ev=0.861 gap_ha=0.375 homo_energy_ev=-9.727
N 0.08 1.95 -1.36 -0.0098
N 2.24 -0.43 0.73 -0.5961
C -0.10 -0.98 -0.09 -0.5749
O -1.26 0.17 1.64 -0.5350
C -1.28 -0.38 0.56 0.4018
N -0.98 2.18 -1.20 0.0115
C 1.12 -0.69 0.33 0.5278
H -2.21 -0.46 -0.03 0.1203
H 2.67 0.39 0.32 0.3973
H -0.23 -1.64 -0.95 0.2572


76
Properties=species:S:1:pos:R:3:lowdin_spin:R:1 method="wB97M-V/def2-TZVPD" spin_multiplicity=2 charge=+1 s_squared=0.754 e_above_lowest_ev=0.634 gap_ha="0.297 / 0.211" homo_energy_ev="-11.322 / -11.307"
H -5.98 -0.33 2.71 0.0004
H 2.97 4.07 -2.21 0.0000
H 0.64 1.42 0.88 0.0027
H -2.42 0.93 0.72 0.0007
C 0.62 4.86 -0.11 0.0002
H -2.85 1.97 -1.78 0.0000
H 3.32 0.81 -1.27 0.0000
H -4.92 -2.50 3.25 0.0001
C -4.37 -1.74 2.70 0.0012
H -4.73 1.38 1.44 -0.0001
H -1.81 2.11 -3.22 0.0000
C 0.05 -0.42 3.77 0.0590
C 0.37 1.27 1.93 0.0523
C -3.06 -2.00 2.30 0.0101
C 0.21 3.47 -2.01 0.0002
C -0.57 4.46 0.49 -0.0001
O 3.15 -0.13 -1.11 0.0005
H 0.52 -3.17 -0.94 0.0004
O 1.13 1.70 -3.30 0.0018
H 2.79 5.62 -1.38 0.0000
O 0.53 3.55 -4.38 0.0006
C -1.82 2.01 -2.14 -0.0001
H 3.59 -2.60 -1.38 0.0000
Si -0.65 -1.38 0.95 0.1287
H -1.03 4.19 2.57 0.0001
H -2.31 3.23 0.25 0.0000
O -1.09 -1.05 -3.70 -0.0007
H 0.47 -5.65 3.34 -0.0001
H -1.48 0.97 -1.89 -0.0001
C 1.99 -0.67 2.14 0.0595
H 2.69 -0.05 2.72 0.0277
H 1.02 1.93 2.52 0.0243
H -1.00 -0.18 3.86 0.0043
C 0.49 -5.10 2.40 0.0001
C 0.98 -1.90 -3.33 0.0003
C 2.15 -1.59 -2.56 -0.0001
C -4.26 0.44 1.69 0.0006
H 2.27 -0.60 1.09 0.0041
H 0.34 -3.88 -3.87 0.0001
C -1.37 3.54 -0.19 0.0000
H -0.29 5.74 2.19 0.0000
H -0.39 -3.36 3.26 0.0004
C -2.34 -1.04 1.59 0.0301
C 0.02 -3.09 1.15 0.0209
Ir 0.36 0.45 -1.94 0.0140
H 0.23 -1.44 4.09 0.0020
H 0.60 0.23 4.48 0.0279
C 0.01 -3.81 2.35 0.0048
C 2.28 4.89 -2.01 0.0000
H 1.36 -6.72 1.29 0.0003
N 2.11 -0.44 -1.96 0.0000
C -4.96 -0.53 2.40 0.0073
N 0.00 -1.02 -3.15 -0.0003
C 1.00 -5.01 0.05 0.0008
H 2.10 -1.70 2.47 0.0020
C -2.96 0.18 1.29 0.0062
H 1.37 -5.48 -0.84 0.0001
H -1.97 5.45 1.77 0.0000
H 0.20 -2.66 -5.13 0.0000
H 4.19 -2.08 -2.95 0.0000
H 1.79 -3.31 -4.71 0.0000
C 0.98 -5.71 1.25 0.0056
H -0.65 1.60 2.08 0.0026
C 1.02 4.40 -1.36 0.0000
C 0.61 -0.13 2.41 0.4145
H 3.10 -3.48 -2.84 0.0000
C 0.52 -3.71 0.00 0.0067
C -0.98 4.99 1.83 0.0001
C -0.98 3.03 -1.42 0.0004
C 0.61 2.92 -3.37 0.0001
C 3.32 -2.50 -2.43 0.0000
H -2.62 -2.96 2.53 0.0007
H 2.06 5.36 -2.97 0.0000
O -0.31 -0.68 -0.40 0.0740
C 0.83 -3.00 -4.31 0.0001
H 1.25 5.59 0.40 0.0000


205
Properties=species:S:1:pos:R:3:lowdin_charge:R:1 method="wB97M-V/def2-TZVPD" e_above_lowest_ev=10.372 gap_ha=0.382 homo_energy_ev=-10.040
H -8.76 10.48 2.82 0.0778
H 4.58 -6.35 -12.40 0.0877
H -0.28 -2.15 0.92 0.1123
H 1.19 -7.64 -6.64 0.1187
H 7.03 -10.51 -0.41 0.0942
P -8.71 6.38 1.15 0.5131
H 0.68 -5.92 -6.78 0.1095
C 5.45 -1.84 8.53 -0.2392
H 0.43 5.31 5.78 0.0724
H 6.23 -1.96 10.48 0.0989
C -6.38 -2.88 7.80 -0.2237
H -5.64 7.77 -2.07 0.0747
H 4.98 7.57 -14.87 0.0692
O -8.24 -1.18 9.67 -0.2113
S -2.87 -10.67 2.65 0.6786
H -8.20 9.88 4.31 0.0788
C -0.25 -2.42 -9.24 -0.0573
H 0.34 10.24 2.30 0.0792
H -1.39 -6.95 -6.55 0.0708
C 0.09 -1.59 0.07 -0.2418
H 11.45 2.52 1.61 0.1210
H 4.36 -3.26 7.51 0.1228
H 3.72 7.12 -16.07 0.0777
H -0.39 6.30 3.86 0.1124
C -0.58 5.69 5.91 -0.0780
C 2.28 2.97 -14.36 -0.3522
H 2.95 11.02 6.15 0.0731
C 0.63 -6.92 -7.23 -0.3180
H 4.07 4.08 -8.81 0.0770
H 4.60 -1.30 8.96 0.1096
C -5.10 -3.76 7.85 -0.0452
H -7.01 8.49 0.42 0.1091
C 10.71 1.99 3.52 -0.2433
C 5.42 -10.76 2.13 -0.2269
C -5.87 7.50 -1.04 -0.0873
H 2.00 8.14 2.10 0.1155
H -13.00 4.61 1.92 0.0825
C 3.69 8.98 6.35 -0.1790
O 1.74 9.29 3.94 -0.2129
H 5.55 -1.19 7.66 0.1154
H -9.64 8.26 3.74 0.1237
O 1.60 4.96 -12.09 -0.2774
H 3.25 9.36 2.48 0.1170
O 2.11 6.80 4.19 -0.2609
O 12.06 4.06 4.40 -0.3383
H -10.58 -3.11 6.39 0.1252
H -4.39 -3.30 8.54 0.0721
H -4.55 -10.05 4.32 0.0891
O -0.02 7.86 5.11 -0.2016
C 9.50 3.30 1.87 -0.1914
C 0.33 0.43 -1.43 -0.1906
H -5.16 -12.70 3.44 0.1049
O 3.28 -5.03 -8.10 -0.2523
H -9.54 -5.41 8.25 0.0761
C 6.44 -3.85 7.75 -0.2185
H 2.83 1.10 -15.21 0.0787
H 4.44 4.58 -15.33 0.0904
S 1.71 -0.90 0.60 0.7506
H -10.76 5.19 2.64 0.1177
C -5.46 -11.82 2.87 -0.1794
H 6.55 -4.91 7.57 0.1014
H -12.55 6.09 1.14 0.0821
H 4.13 -8.97 1.83 0.1148
O -10.14 5.86 0.70 -0.1563
C -12.21 5.07 1.32 -0.0880
H -9.83 0.68 8.22 0.0666
O -7.27 -3.47 8.76 -0.2270
H 3.98 2.42 -15.67 0.0767
O -8.15 6.71 -0.32 -0.1509
H -3.00 -12.92 1.90 0.0864
H -9.05 0.36 10.93 0.1116
H 0.62 0.06 -2.42 0.1066
H -8.88 -3.77 6.50 0.1008
H -5.32 -11.35 0.73 0.1056
O 9.73 3.56 5.45 -0.3568
H 9.81 1.56 3.94 0.1079
H -1.22 -7.15 -8.33 0.0829
C 5.09 -9.57 0.04 -0.2352
P 1.57 8.02 4.86 0.4230
H -7.16 9.82 2.92 0.0750
H 3.64 -5.15 -13.37 0.0762
S 10.67 3.66 4.29 0.7350
C 3.50 4.88 -9.28 -0.0913
H 5.19 5.70 -9.98 0.1128
H -4.66 -4.09 6.91 0.0701
C -10.27 -4.81 7.71 -0.0858
H -10.17 -0.62 10.00 0.1135
H 5.73 -11.06 -1.50 0.1022
O 1.60 -0.32 1.95 -0.3582
O 4.36 -12.66 0.71 -0.3426
C -10.73 4.95 1.58 -0.3303
H 5.22 -8.62 -0.49 0.1135
H 4.09 -9.92 -0.21 0.1057
H 5.48 5.40 -14.16 0.1139
H -12.22 4.62 0.33 0.0753
S 7.82 -3.21 8.88 0.7526
H 3.27 5.60 -8.49 0.0784
H -5.05 8.01 -0.54 0.0699
H 11.66 1.49 3.70 0.1183
H 6.36 -10.71 2.69 0.0990
C 10.53 2.20 2.10 -0.2887
H 9.05 5.07 3.08 0.0997
H 9.50 3.62 0.83 0.1163
O 8.91 -2.69 8.06 -0.3489
H -6.33 -1.82 8.05 0.1094
O -2.51 -9.53 1.88 -0.3371
C -0.58 -0.44 -0.51 -0.2648
C 2.21 9.09 2.60 -0.2368
O -7.90 5.37 1.94 -0.2541
H 2.60 4.43 -9.71 0.0652
H 3.73 6.51 -10.75 0.1184
H 1.81 11.17 2.52 0.0726
H -1.77 7.14 4.71 0.1202
H 6.71 -3.41 6.79 0.0970
C 4.64 6.81 -15.58 -0.0591
H 2.22 -4.53 -11.65 0.1078
H 1.96 3.88 -14.87 0.1108
H 4.64 10.94 6.77 0.0747
O 4.20 4.65 -11.53 -0.2236
C 4.55 5.49 -14.73 -0.1749
H -10.57 -5.60 7.02 0.0732
H 1.50 10.52 0.99 0.0688
C -3.36 -12.01 1.42 -0.1819
H -0.18 1.34 -1.74 0.1084
O 8.13 -4.18 9.99 -0.3768
H 5.86 -8.62 1.83 0.1102
H -2.97 -11.89 0.40 0.0965
O -1.95 -11.12 3.70 -0.3430
H -5.21 -13.02 0.98 0.1075
H -7.00 -2.85 6.90 0.0959
O 3.44 5.68 -13.73 -0.2082
H 1.35 2.51 -14.03 0.1307
O -9.49 -2.54 8.01 -0.2000
C -8.19 9.65 3.25 -0.0928
H -7.53 8.51 -1.22 0.1132
H 4.75 -11.36 2.74 0.1009
H -11.13 -4.53 8.30 0.0835
C 9.90 4.44 2.85 -0.2218
P -8.68 -2.81 9.33 0.5570
H 2.25 2.43 -16.24 0.0820
H -5.02 -9.67 2.76 0.0810
H 4.82 -3.77 9.18 0.1246
H 10.30 1.24 1.62 0.1235
H -5.68 6.47 -0.75 0.0820
H 2.51 0.57 -1.22 0.0872
C 6.69 -1.84 9.51 -0.1820
C 1.40 10.28 2.05 -0.0864
C 3.65 10.47 6.78 -0.0780
C 3.13 -5.09 -11.41 -0.3118
C -4.61 -10.51 3.34 -0.1752
C 1.63 0.60 -0.58 -0.1888
C 1.11 -3.16 -9.35 -0.2982
H 2.74 -6.50 -12.87 0.0872
H 8.60 2.77 2.16 0.1165
C -9.18 -0.17 9.98 -0.3159
C -0.81 -7.39 -7.35 -0.0685
O 3.20 3.15 -13.35 -0.1614
H 0.34 -2.37 -0.65 0.1078
O 2.59 -6.02 -10.48 -0.2119
C 5.15 -3.28 8.26 -0.2459
P 2.16 -5.56 -8.95 0.6139
C -9.80 -3.51 7.03 -0.2451
H 3.91 -4.43 -11.03 0.1257
H 4.27 8.98 5.43 0.1034
H -0.10 -1.35 -9.12 0.0706
C -8.74 8.26 3.13 -0.3194
H -5.20 -4.72 8.37 0.0721
C -9.14 0.97 9.02 -0.0874
H -0.80 -2.86 -8.40 0.0784
H 10.55 5.17 2.37 0.1021
H -9.59 1.84 9.48 0.0779
O 1.23 -6.94 -8.50 -0.2047
H 1.64 -2.82 -10.24 0.1077
P 2.98 4.59 -12.67 0.5109
C 5.11 -9.36 1.55 -0.1949
H 1.68 1.51 0.01 0.0938
O 6.78 -12.89 1.14 -0.3320
C 4.20 5.58 -10.42 -0.2534
O -9.48 -3.40 10.46 -0.2455
H -0.54 6.06 6.94 0.0814
C 5.97 -10.77 -0.47 -0.1899
H -0.95 -8.44 -7.11 0.0706
O 2.83 -1.81 0.24 -0.3648
H 5.54 6.80 -16.19 0.0721
C -0.78 6.68 4.81 -0.2525
C 3.60 -5.91 -12.58 -0.0645
H -7.91 7.69 3.56 0.1201
H -10.40 3.92 1.48 0.1288
S 5.67 -12.00 0.87 0.6811
H -8.23 1.16 8.45 0.0820
H -1.30 4.87 5.92 0.0773
O 0.91 -4.54 -9.24 -0.2004
C 2.95 2.16 -15.45 -0.0635
C -4.95 -12.07 1.46 -0.2399
H -0.98 0.19 0.28 0.1246
H -0.77 -2.34 -10.20 0.0695
H 7.34 -0.96 9.46 0.0890
H 4.36 8.39 6.97 0.1129
H 1.73 -2.84 -8.51 0.1103
O -8.95 7.89 1.81 -0.1852
H 3.36 10.58 7.82 0.0693
H -6.55 -11.77 2.86 0.1069
O 2.26 8.44 6.25 -0.1872
C -7.22 7.83 -0.42 -0.2596
H -1.42 -0.62 -1.18 0.1176


21
Properties=species:S:1:pos:R:3:nbo_charge:R:1 method="wB97M-V/def2-TZVPD" smiles=CN(O)CNN(C)C e_above_lowest_ev=4.079 gap_ha=0.338 homo_energy_ev=-8.231
H -0.45 1.42 -0.49 0.3601
H -0.03 -1.42 0.09 0.1902
H 2.11 -0.53 -1.50 0.1628
N 0.00 0.66 0.03 -0.4946
C 2.03 0.56 -1.30 -0.4320
H -2.20 0.62 1.46 0.1947
H 3.03 0.99 -1.29 0.2043
O -2.67 0.16 -1.02 -0.6138
C 2.06 0.20 1.08 -0.4197
H 2.13 -0.89 0.97 0.1569
H 3.06 0.62 1.16 0.1996
H -3.30 -0.78 1.41 0.1951
N -1.95 -0.74 -0.16 -0.1687
N 1.40 0.85 -0.02 -0.2848
H -3.35 -0.37 -1.43 0.4726
H -0.43 -0.77 -1.53 0.1765
C -2.28 -0.44 1.23 -0.4306
H -1.60 -1.01 1.86 0.2038
H 1.46 1.03 -2.10 0.2015
H 1.51 0.44 1.99 0.2147
C -0.54 -0.61 -0.44 -0.0884


48
Properties=species:S:1:pos:R:3:lowdin_charge:R:1 method="wB97M-V/def2-TZVPD" charge=-1 e_above_lowest_ev=0.000 gap_ha="0.106 / 0.272" homo_energy_ev="-0.299 / -4.749"
H 2.21 -1.54 -2.61 -0.0098
C 3.23 1.11 -1.33 -0.1132
H -1.33 4.60 1.15 0.0747
C -3.76 -0.60 1.83 -0.0930
C -3.14 2.29 2.09 -0.0249
H -0.35 -4.73 -0.42 -0.0745
C 3.91 -0.66 -3.53 -0.1938
C 3.69 1.71 -2.63 -0.1898
H 4.76 1.95 -2.54 0.1130
H -0.51 -1.40 2.51 0.0762
C -1.59 4.04 0.23 -0.0715
H -1.65 -3.12 3.91 0.0953
H 4.02 1.14 -4.70 0.1019
H 3.72 -2.12 -1.92 0.1161
H 4.99 -0.71 -3.36 0.1109
C 3.49 0.76 -3.83 -0.2077
C 0.36 -4.20 0.24 -0.2998
C -1.60 -1.43 2.58 -0.0400
Cl 0.19 -2.86 -2.58 -0.1416
H 0.39 2.02 -0.86 0.0912
H 0.61 -4.73 1.18 -0.0702
N -1.74 0.54 1.11 0.0438
Cl 2.40 -2.19 1.96 -0.1893
C -2.24 -2.39 3.35 -0.1136
H -2.63 4.28 -0.04 0.0734
H -5.49 -1.48 2.75 0.0869
C -0.43 1.75 -0.21 0.0366
C 3.01 -0.17 -1.16 -0.1640
C -4.40 -1.50 2.68 -0.1228
H 3.68 -1.31 -4.39 0.1138
H -4.33 0.04 1.16 0.0942
O -0.18 -0.70 -0.05 -0.2143
Y 1.27 -2.35 -0.33 0.7599
H -4.15 1.96 1.83 0.0716
C -1.36 2.58 0.36 -0.3243
C -2.37 -0.50 1.86 -0.2121
H -2.91 1.97 3.11 0.0996
H 2.91 -0.54 -0.12 0.0281
H 3.19 1.81 -0.49 0.1149
C 3.21 -1.20 -2.26 -0.2483
H 2.42 0.75 -4.09 0.1209
C -3.64 -2.41 3.43 -0.1472
H 3.18 2.65 -2.86 0.1049
H -4.14 -3.14 4.08 0.0765
H -0.94 4.42 -0.57 0.0751
C -0.69 0.43 0.23 -0.4058
H -3.12 3.38 2.08 0.0761
N -2.16 1.83 1.14 -0.0843


10
Properties=species:S:1:pos:R:3:nbo_charge:R:1 method="wB97M-V/def2-TZVPD" smiles="C=C.C=O" e_above_lowest_ev=1.848 gap_ha=0.406 homo_energy_ev=-10.211
C 0.23 -0.78 -1.68 -0.3961
H 0.60 -0.58 1.83 0.1028
C 0.42 -0.09 -2.80 -0.3747
H -0.26 -0.23 -3.63 0.1957
H -0.56 -1.52 -1.65 0.1936
H 0.83 -0.65 -0.79 0.1851
C -0.20 0.19 1.83 0.2738
H 1.21 0.64 -2.89 0.1951
H -0.69 0.40 0.86 0.1132
O -0.52 0.77 2.83 -0.4885


6
Properties=species:S:1:pos:R:3:nbo_charge:R:1 method="wB97M-V/def2-TZVPD" e_above_lowest_ev=1.626 gap_ha="0.260 / 0.260" homo_energy_ev="-8.397 / -8.397"
S 1.39 2.27 1.00 -0.1941
I 2.47 -0.90 1.40 0.2811
H 0.07 0.00 0.45 0.2467
I 1.35 -0.04 -1.98 0.2964
C 1.20 0.04 0.08 -0.7433
I -0.63 2.74 1.82 0.1133